Entry i
A single C2H8N4O molecule. Source: the Open Molecules 2025 dataset; level of theory: ωB97M-V/def2-TZVPD.

```
15
C2H8N4O (ωB97M-V/def2-TZVPD)
C 0.893 -0.569 1.301
N 0.482 0.162 0.092
C 0.862 -0.384 -1.141
N -1.192 0.418 0.118
N -1.309 1.735 -0.308
N -2.226 -0.265 0.121
O -2.162 -1.441 0.519
H 0.373 -1.491 1.499
H 1.919 -0.810 1.070
H 0.930 0.203 2.180
H 1.878 -0.183 -1.468
H 1.035 -1.539 -1.104
H 0.248 -0.161 -1.983
H -1.008 2.025 -1.231
H -0.723 2.300 0.336
```

Its orbital gap is 9.5 eV.

Entry ii
A single C2H8N4O molecule. Source: the Open Molecules 2025 dataset; level of theory: ωB97M-V/def2-TZVPD.

```
15
C2H8N4O (ωB97M-V/def2-TZVPD)
N 1.462 0.204 -1.676
N 1.205 -0.400 -0.373
C 0.013 -0.121 0.105
C -0.986 0.765 -0.620
O -2.260 0.641 0.061
N -0.326 -0.478 1.356
N 0.513 -1.348 2.089
H 2.004 1.031 -1.479
H 2.031 -0.494 -2.183
H -0.700 1.841 -0.472
H -1.001 0.440 -1.661
H -2.852 1.319 -0.386
H -1.330 -0.462 1.646
H 1.409 -0.836 2.189
H 0.818 -2.102 1.405
```

Its orbital gap is 9.0 eV.

Entry iii
2 unconnected molecules or ions with the total composition C2H8N4O. Source: the Open Molecules 2025 dataset; level of theory: ωB97M-V/def2-TZVPD.

```
15
C2H8N4O (ωB97M-V/def2-TZVPD)
C -2.059 -0.109 0.739
C 0.432 0.748 -0.029
H -2.835 0.737 0.801
H -1.115 0.210 1.521
H -2.450 -1.144 1.291
H -0.916 -1.670 -0.134
H -0.977 1.143 -1.127
H 1.788 0.340 1.231
H 1.239 -2.445 0.333
H 1.783 -1.313 -1.129
N -1.602 -0.561 -0.684
N -0.493 0.275 -0.914
N 1.045 -0.334 0.684
N 1.745 -1.471 -0.131
O 1.048 1.868 0.033
```

Its orbital gap is 9.8 eV.

entry ii (3.749 eV below the next structure)

Entry i
2 unconnected molecules or ions with the total composition C4H15N3O. Source: the Open Molecules 2025 dataset; level of theory: ωB97M-V/def2-TZVPD.

```
23
C4H15N3O (ωB97M-V/def2-TZVPD)
N -0.540 -2.819 0.565
C 0.608 -2.448 -0.293
C 1.174 -1.121 0.207
N 0.505 0.017 -0.440
C 1.196 1.276 -0.250
C 0.608 2.378 -1.150
N -0.434 3.186 -0.542
H -0.818 -3.787 0.427
H -0.246 -2.749 1.536
H 0.174 -2.267 -1.272
H 1.400 -3.197 -0.293
H 1.012 -1.060 1.295
H 2.243 -1.080 -0.006
H -0.454 0.010 -0.118
H 2.255 1.164 -0.487
H 1.134 1.621 0.796
H 0.228 1.903 -2.055
H 1.414 3.036 -1.486
H -0.167 3.465 0.393
H -1.318 2.698 -0.475
O -2.420 -0.203 1.400
H -3.378 -0.246 1.293
H -2.149 -1.044 0.996
```

Its orbital gap is 9.5 eV.

Entry ii
2 unconnected molecules or ions with the total composition C4H15N3O. Source: the Open Molecules 2025 dataset; level of theory: ωB97M-V/def2-TZVPD.

```
23
C4H15N3O (ωB97M-V/def2-TZVPD)
C -0.290 0.780 -1.760
C 0.563 1.578 -0.771
N 1.651 0.766 -0.315
N 1.109 2.739 -1.414
N -0.235 2.100 0.438
H 0.343 0.458 -2.579
H -0.721 -0.094 -1.278
H -1.088 1.402 -2.155
H 2.228 1.276 0.342
H 1.315 -0.078 0.131
H 0.370 3.348 -1.752
H 1.618 3.265 -0.698
H -0.583 1.345 1.020
H -1.043 2.636 0.134
C -0.733 -1.642 1.697
C -0.655 -2.659 0.563
O -0.468 -3.975 1.029
H -1.484 -1.953 2.420
H -1.007 -0.663 1.310
H 0.226 -1.559 2.211
H -1.599 -2.682 0.013
H 0.146 -2.383 -0.140
H 0.340 -4.007 1.553
```

Its orbital gap is 10.3 eV.

Entry iii
2 unconnected molecules or ions with the total composition C4H15N3O. Source: the Open Molecules 2025 dataset; level of theory: ωB97M-V/def2-TZVPD.

```
23
C4H15N3O (ωB97M-V/def2-TZVPD)
C 0.240 0.797 1.887
C -0.064 1.677 0.685
N 1.171 2.054 -0.008
C -0.924 0.990 -0.420
N -2.097 0.319 0.035
C -2.335 -1.002 -0.538
N -1.998 -2.111 0.327
H 1.128 1.174 2.403
H -0.526 0.833 2.668
H 0.400 -0.248 1.613
H -0.620 2.569 0.985
H 1.705 2.762 0.493
H 1.819 1.309 -0.237
H -0.985 1.756 -1.215
H -0.174 0.381 -0.945
H -2.910 0.880 0.264
H -1.851 -1.165 -1.497
H -3.420 -1.063 -0.682
H -1.026 -2.360 0.382
H -2.251 -1.871 1.279
O 4.945 -2.918 -2.488
H 4.155 -2.484 -2.767
H 5.620 -2.279 -2.223
```

Its orbital gap is 9.2 eV.

entry ii (0.232 eV below the next structure)

Entry i
2 unconnected molecules or ions with the total composition C6H11N4O. Source: the Open Molecules 2025 dataset; level of theory: ωB97M-V/def2-TZVPD.

```
22
C6H11N4O (ωB97M-V/def2-TZVPD)
C 0.217 -0.089 0.533
C -0.406 1.155 0.338
C 2.296 -0.637 0.089
C -1.921 1.144 0.221
C -2.362 -0.182 -0.394
C -1.821 -1.315 0.459
N 1.398 2.582 0.264
N 0.158 2.318 0.168
N 2.991 0.366 0.050
N 2.212 -1.933 0.029
O -0.386 -1.214 0.588
H -2.376 1.268 1.207
H -2.220 1.989 -0.396
H -3.448 -0.248 -0.438
H -1.972 -0.269 -1.413
H -2.248 -1.294 1.467
H -1.999 -2.299 0.018
H 1.649 3.542 0.054
H 2.131 1.857 0.394
H 3.980 0.420 -0.140
H 1.339 -2.409 0.208
H 3.041 -2.489 -0.143
```

As for the total charge: +1. Its orbital gap is 8.6 eV.

Entry ii
A molecular structure, C6H11N4O. Source: the Open Molecules 2025 dataset; level of theory: ωB97M-V/def2-TZVPD.

```
22
C6H11N4O (ωB97M-V/def2-TZVPD)
C 1.348 -0.888 -0.002
C 0.680 1.417 0.051
C -0.199 0.037 -2.611
C -0.854 -0.758 2.623
C -1.372 -1.285 1.230
C 0.386 0.069 0.133
N 2.234 -1.577 -0.084
N 1.823 2.112 -0.417
N 0.790 0.504 -3.097
N -1.292 -0.280 -2.068
O -0.984 -0.207 0.358
H -0.106 2.070 0.412
H -1.514 0.069 2.887
H -0.729 -1.521 3.385
H 0.135 -0.339 2.340
H -2.423 -1.284 1.193
H -0.792 -2.264 1.126
H 2.033 2.844 0.223
H 2.713 1.604 -0.481
H 1.565 0.181 -3.682
H -1.317 -0.199 -0.860
H -2.125 -0.307 -2.657
```

As for the total charge: +1. Its orbital gap is 9.6 eV.

entry ii (0.195 eV below the next structure)

Entry i
A gas-phase ion, C5H9N2O (charge +1). Source: the Open Molecules 2025 dataset; level of theory: ωB97M-V/def2-TZVPD.

```
17
C5H9N2O (ωB97M-V/def2-TZVPD)
N -0.514 1.398 2.032
C 0.064 1.535 0.938
O 0.676 2.467 0.352
C 0.124 0.105 -0.126
N 0.776 0.676 -1.390
C 0.200 -1.337 0.312
C -0.248 -1.989 -0.934
C -1.059 -0.834 -0.277
H -0.817 0.487 2.337
H -0.364 2.206 2.613
H 0.167 0.349 -2.097
H 1.735 0.458 -1.286
H 0.863 1.731 -1.038
H 0.768 -1.812 1.082
H -0.580 -2.894 -0.676
H 0.223 -1.858 -1.849
H -2.014 -0.690 0.009
```

As for the total charge: +1. Its orbital gap is 11.9 eV.

Entry ii
A gas-phase ion, C5H9N2O (charge +1). Source: the Open Molecules 2025 dataset; level of theory: ωB97M-V/def2-TZVPD.

```
17
C5H9N2O (ωB97M-V/def2-TZVPD)
C 0.720 1.406 -0.346
N 1.879 1.139 0.061
C 2.760 0.233 0.281
O 2.071 -0.963 0.227
C 0.649 -1.082 -0.230
C -0.785 -0.968 0.593
N -1.775 0.124 0.145
C -0.853 1.351 0.255
H 0.640 2.123 -1.187
H 3.736 0.345 0.520
H 0.684 -2.152 -0.589
H 0.743 -0.591 -1.311
H -1.188 -2.016 0.359
H -0.511 -0.790 1.644
H -2.150 -0.201 -0.743
H -0.550 1.410 1.315
H -1.243 2.229 -0.295
```

As for the total charge: +1. Its orbital gap is 8.6 eV.

entry i (2.380 eV below the next structure)

Entry i
A gas-phase ion, C5H9N2O (charge +1). Source: the Open Molecules 2025 dataset; level of theory: ωB97M-V/def2-TZVPD.

```
17
C5H9N2O (ωB97M-V/def2-TZVPD)
C 1.047 -1.894 2.395
C 1.004 0.984 0.351
C 1.356 -1.085 1.385
C -0.898 0.500 -1.098
C -1.747 1.122 -2.108
N -0.885 -0.693 -0.644
N 0.601 -0.012 1.213
O 0.023 1.412 -0.584
H 1.660 -2.678 2.764
H 0.046 -1.728 2.869
H 1.962 0.894 -0.083
H 1.155 1.837 1.057
H 2.172 -1.252 0.679
H -2.506 0.479 -2.436
H -1.289 1.585 -3.123
H -2.291 1.930 -1.679
H -1.411 -1.400 -0.956
```

As for the total charge: +1. Its orbital gap (spin up / spin down) is 7.1 / 7.1 eV.

Entry ii
2 unconnected molecules or ions with the total composition C5H9N2O. Source: the Open Molecules 2025 dataset; level of theory: ωB97M-V/def2-TZVPD.

```
17
C5H9N2O (ωB97M-V/def2-TZVPD)
C 1.951 0.550 0.063
C -2.164 -0.902 -0.081
C -1.339 -0.652 1.101
C -1.027 0.212 -0.209
C -0.127 -0.210 -1.229
N 2.209 -0.580 0.261
N 2.289 1.806 0.266
O 2.091 -1.755 0.174
H -2.161 -1.758 -0.845
H -3.090 -0.386 -0.140
H -1.729 0.030 1.946
H -0.640 -1.413 1.361
H -1.294 1.314 -0.021
H 0.199 -1.196 -1.359
H 0.232 0.561 -1.923
H 2.327 2.060 1.216
H 2.272 2.319 -0.582
```

As for the total charge: +1. Its orbital gap (spin up / spin down) is 6.7 / 6.7 eV.

Entry iii
A gas-phase ion, C5H9N2O (charge +1). Source: the Open Molecules 2025 dataset; level of theory: ωB97M-V/def2-TZVPD.

```
17
C5H9N2O (ωB97M-V/def2-TZVPD)
C 2.747 0.000 0.154
C 1.312 0.052 -0.120
O 0.964 0.769 -1.110
C 0.517 -1.088 0.252
N -0.577 -1.572 -0.293
C -1.669 -1.023 -0.811
C -2.363 0.105 -0.350
N -2.481 0.787 0.842
H 2.981 0.799 0.988
H 3.375 0.337 -0.691
H 2.920 -0.938 0.629
H 0.003 0.729 -1.303
H 1.147 -1.832 0.765
H -1.926 -1.457 -1.707
H -3.114 0.542 -1.127
H -2.116 0.637 1.776
H -3.334 1.376 0.770
```

As for the total charge: +1. Its orbital gap (spin up / spin down) is 7.0 / 6.6 eV.

entry iii (1.554 eV below the next structure)

Entry i
2 unconnected molecules or ions with the total composition C3H12NS. Source: the Open Molecules 2025 dataset; level of theory: ωB97M-V/def2-TZVPD.

```
17
C3H12NS (ωB97M-V/def2-TZVPD)
N -2.310 -0.117 1.456
H -3.008 -0.804 1.088
H -1.865 -0.456 2.347
H -1.603 -0.091 0.639
H -2.716 0.837 1.618
C -1.455 -0.998 -1.246
C -0.012 -0.486 -1.303
C 0.378 0.168 0.010
S 2.154 0.736 0.265
H -1.741 -1.483 -2.157
H -2.110 -0.152 -1.038
H -1.604 -1.728 -0.471
H 0.710 -1.310 -1.514
H 0.139 0.224 -2.201
H 0.333 -0.608 0.857
H -0.224 1.021 0.294
H 1.925 1.484 1.340
```

As for the total charge: +1. Its orbital gap is 8.3 eV.

Entry ii
2 unconnected molecules or ions with the total composition C3H12NS. Source: the Open Molecules 2025 dataset; level of theory: ωB97M-V/def2-TZVPD.

```
17
C3H12NS (ωB97M-V/def2-TZVPD)
C -2.755 -1.195 -0.265
N -1.753 -0.789 0.772
H -2.718 -2.243 -0.511
H -2.524 -0.612 -1.156
H -3.736 -0.823 0.013
H -1.743 -1.517 1.473
H -0.797 -0.792 0.352
H -1.900 0.105 1.222
C 1.043 1.859 -0.012
S 1.229 0.057 0.290
C 2.900 -0.102 -0.394
H 0.199 2.282 0.519
H 2.000 2.295 0.253
H 0.928 1.959 -1.091
H 2.940 0.442 -1.329
H 3.074 -1.173 -0.485
H 3.612 0.248 0.351
```

As for the total charge: +1. Its orbital gap is 9.1 eV.

entry ii (0.827 eV below the next structure)